Formula: C3H12N2O2
Source: OMol25
Level of theory: ωB97M-V with the def2-TZVPD basis set

**Kohn-Sham gap**: 8.2 eV
**E**: -10379.17799 eV
**Relative energy (zero: lowest compared OMol25 entry of this formula, charge and spin)**: 54.7 kcal/mol
**LUMO**: 0.557 eV

Structure (ORCA input):
```
! RIJCOSX wB97M-V def2-TZVPD def2/J DEFGRID3
* xyz 0 1
C 0.12 -0.08 2.52
C 0.28 0.22 0.98
C 0.01 1.47 0.43
N 0.45 1.82 -0.89
N 0.97 -0.80 0.26
H 1.26 0.02 2.96
H -0.26 -1.00 2.77
H -0.68 0.62 2.83
H -0.49 2.29 0.90
H 0.31 1.15 -1.57
H -0.10 2.63 -1.10
H 1.62 -0.33 -0.30
H 1.41 -1.39 0.87
H -0.15 -0.34 -3.31
H 0.64 -1.47 -4.15
O 0.78 -0.58 -3.81
H -1.24 -1.47 0.11
H -2.75 -1.01 0.26
O -2.16 -1.77 0.23
*
```

Löwdin atomic charge list, values in e, 6 entries:
1. C -0.051
2. C -0.388
3. C -0.155
4. N 0.042
5. N 0.092
6. H 0.136